A cluster of 2 separate species, C15H18O in total in a non-equilibrium geometry, computed with ωB97M-V/def2-TZVPD.

Each line ends with the Löwdin charge.
CARTESIAN COORDINATES (ANGSTROEM)
C1 2.14 3.64 -0.60  -0.075
C2 2.39 2.18 -0.32  -0.311
C3 3.61 1.90 0.25  -0.057
C4 3.95 0.56 0.53  -0.022
C5 2.95 -0.41 0.51  -0.345
O1 3.14 -1.67 0.95  0.059
C6 1.70 -0.06 -0.02  0.000
C7 1.44 1.19 -0.58  -0.021
H1 2.79 4.40 -0.20  0.064
H2 1.15 4.01 -0.26  0.080
H3 2.14 3.73 -1.71  0.092
H4 4.36 2.67 0.46  0.114
H5 4.87 0.48 1.10  0.111
H6 4.01 -1.66 1.36  0.108
H7 0.82 -0.70 -0.10  0.095
H8 0.46 1.53 -0.90  0.112
C8 -2.71 0.17 -2.12  -0.140
C9 -1.92 -1.01 -1.68  -0.232
C10 -1.97 -1.30 -0.20  -0.229
C11 -2.89 -0.61 0.64  -0.052
C12 -3.23 -1.08 1.89  -0.090
C13 -2.44 -2.11 2.40  -0.102
C14 -1.46 -2.76 1.63  -0.081
C15 -1.36 -2.50 0.25  -0.045
H9 -2.52 1.14 -1.68  0.068
H10 -3.80 0.00 -1.94  0.085
H11 -2.80 0.30 -3.22  0.080
H12 -2.44 -1.84 -2.19  0.127
H13 -0.88 -1.03 -1.96  0.097
H14 -3.37 0.30 0.30  0.095
H15 -4.04 -0.59 2.45  0.109
H16 -2.45 -2.40 3.45  0.096
H17 -0.73 -3.43 2.09  0.100
H18 -0.90 -3.03 -0.58  0.112

Computed properties:
**Relative energy (zero: lowest compared OMol25 entry of this formula, charge and spin)**: 33.4 kcal per mole
**2S+1**: 1
**HOMO energy**: -0.304 hartree

---

The ion C7H6NO3 with charge -1 in a non-equilibrium geometry, computed with ωB97M-V/def2-TZVPD.

Each line ends with the Löwdin charge.
CARTESIAN COORDINATES (ANGSTROEM)
O1 -1.45 -2.14 0.59  0.070
C1 -0.73 -1.24 0.18  -0.397
C2 0.11 -1.34 -1.11  -0.316
O2 0.96 -2.44 -1.01  -0.030
C3 0.89 -0.05 -1.30  -0.057
C4 0.40 0.72 -0.08  -0.253
C5 0.60 1.99 0.49  -0.062
C6 -0.33 2.05 1.56  -0.101
C7 -1.05 0.87 1.65  -0.487
O3 -2.04 0.52 2.31  -0.060
N1 -0.50 -0.03 0.65  0.104
H1 -0.70 -1.62 -1.79  0.146
H2 0.25 -3.13 -0.94  0.111
H3 0.77 0.61 -2.11  0.084
H4 2.00 -0.19 -1.23  0.123
H5 1.19 2.59 -0.14  0.065
H6 -0.38 2.84 2.27  0.060

Computed properties:
**Relative energy (zero: lowest compared OMol25 entry of this formula, charge and spin)**: 0.0 kcal per mole
**Charge**: -1
**2S+1**: 1
**HOMO energy**: -0.079 hartree

---

A structure of composition C21H21ClMnN2O7PTe2 in a non-equilibrium geometry, computed with ωB97M-V/def2-TZVPD.

Each line ends with the Löwdin charge.
CARTESIAN COORDINATES (ANGSTROEM)
Mn1 0.08 0.05 -0.49  0.365
O1 -3.51 -4.37 0.90  0.116
C1 -4.16 -3.31 1.30  -0.525
O2 -5.28 -3.36 1.75  0.046
C2 -3.44 -2.00 1.15  -0.049
C3 -3.88 -0.78 1.63  -0.540
Cl1 -5.29 -0.52 2.54  0.832
N1 -2.96 0.18 1.27  -0.030
N2 -1.96 -0.41 0.58  0.095
C4 -2.23 -1.70 0.51  -0.104
C5 -1.20 -2.60 -0.12  -0.528
O3 -1.39 -3.83 -0.09  0.079
O4 -0.21 -2.01 -0.61  -0.156
C6 -2.88 1.58 1.55  -0.142
C7 -3.89 2.29 2.18  -0.045
C8 -3.74 3.64 2.45  -0.086
C9 -2.58 4.31 2.10  -0.089
C10 -1.57 3.61 1.46  -0.058
C11 -1.72 2.27 1.19  -0.011
H1 -2.58 -4.14 0.51  0.007
H2 -4.81 1.83 2.47  0.038
H3 -4.54 4.17 2.94  0.103
H4 -2.46 5.37 2.32  0.102
H5 -0.65 4.11 1.18  0.115
H6 -0.91 1.76 0.69  0.043
Te1 0.44 0.91 -2.85  0.786
C12 -0.04 2.79 -3.77  -0.640
C13 -1.29 3.04 -4.32  -0.171
C14 -1.53 4.19 -5.07  -0.115
C15 -0.51 5.11 -5.27  -0.122
C16 0.74 4.87 -4.71  -0.113
C17 0.97 3.72 -3.97  -0.176
H7 -2.09 2.32 -4.18  0.081
H8 -2.51 4.36 -5.50  0.093
H9 -0.69 6.00 -5.86  0.089
H10 1.55 5.58 -4.87  0.093
H11 1.95 3.54 -3.55  0.083
C18 4.12 -2.43 2.82  -0.077
C19 2.97 -1.58 2.33  -0.327
O5 3.50 -0.37 1.78  -0.310
P1 2.83 0.22 0.41  0.078
O6 1.50 0.83 0.84  -0.452
Te2 2.99 -1.36 -1.33  0.454
O7 3.87 1.40 0.11  -0.305
C20 4.18 2.39 1.09  -0.290
C21 5.65 2.29 1.45  -0.077
H12 3.76 -3.21 3.49  0.072
H13 4.83 -1.80 3.36  0.072
H14 4.63 -2.89 1.97  0.073
H15 2.29 -1.32 3.15  0.115
H16 2.40 -2.12 1.57  0.066
H17 3.55 2.27 1.97  0.107
H18 3.96 3.36 0.64  0.117
H19 5.84 1.34 1.94  0.071
H20 5.94 3.11 2.11  0.071
H21 6.25 2.33 0.54  0.077

Computed properties:
**Relative energy (zero: lowest compared OMol25 entry of this formula, charge and spin)**: 36.1 kcal per mole
**Charge**: -1
**2S+1**: 6
**HOMO energy (alpha / beta)**: -0.153 / -0.155 hartree
**<S²>**: 8.7581

---

An isolated molecule of C5H4OS in a non-equilibrium geometry, computed with ωB97M-V/def2-TZVPD.

Each line ends with the Löwdin charge.
CARTESIAN COORDINATES (ANGSTROEM)
C1 1.80 0.38 -0.07  0.136
C2 0.42 0.08 -0.07  -0.274
C3 -0.43 -0.19 1.07  -0.155
C4 -1.72 -0.43 0.70  -0.422
S1 -2.03 -0.36 -0.98  1.017
C5 -0.35 0.04 -1.39  -0.647
O1 0.15 0.23 -2.48  0.026
H1 2.48 0.54 0.78  0.076
H2 2.23 0.53 -1.05  0.062
H3 -0.09 -0.06 2.10  0.119
H4 -2.47 -0.75 1.39  0.063

Computed properties:
**Relative energy (zero: lowest compared OMol25 entry of this formula, charge and spin)**: 14.7 kcal per mole
**2S+1**: 1
**HOMO energy**: -0.316 hartree